DFT (ωB97M-V/def2-TZVPD) results for an isolated ion of composition C7H15N4 and charge +1 in a non-equilibrium geometry.

Each line ends with the Löwdin charge.
Element x y z (Å)
H -2.09 0.50 1.75  0.06
H 2.01 -1.97 -0.49  0.16
C -1.64 -0.57 -0.11  -0.42
H 0.37 -2.19 0.04  0.13
H -3.52 -0.48 1.15  0.13
C 1.02 -0.31 -0.22  -0.15
N -0.45 0.31 -0.13  -0.02
H 2.74 -0.28 1.53  0.13
N -1.64 2.15 0.08  0.11
N -0.57 1.63 -0.22  -0.05
H 3.38 1.47 1.31  0.13
C 2.01 0.65 -0.32  -0.18
C 3.46 0.15 -0.58  -0.06
C -2.71 -0.30 -1.13  -0.10
H -2.06 -1.29 2.02  0.09
C -2.33 -0.47 1.26  -0.08
H 1.74 1.64 -0.72  0.15
H -1.20 -1.56 -0.15  0.10
C 3.08 0.53 0.82  -0.05
H 4.42 0.58 -0.97  0.15
H -3.46 -1.25 -1.17  0.14
H -1.61 3.18 0.24  0.10
N 1.08 -1.58 -0.27  0.27
H 3.56 -0.94 -0.57  0.09
H -2.29 -0.18 -2.26  0.13
H -3.30 0.57 -0.89  0.05

Output
Molar mass ... 155.225 g mol⁻¹
ΔE to the lowest compared entry with this formula, charge and spin ... 4.829 eV
Total energy ... -494.33259 Ha
Charge ... +1
Spin multiplicity ... 1
Largest force on an atom ... 8.49 eV/Å
Kohn-Sham gap ... 8.46 eV